1.
ORCA calculation (wB97M-V/def2-TZVPD) on a 2-piece molecular cluster, C7H15NO overall.

Properties
Energy relative to the best compared isomer or geometry (same formula, charge and spin) = 4.9568 eV
Highest occupied orbital energy (alpha / beta) = -0.2721 / -0.2721 hartree
E_tot = -11035.718 eV
E_LUMO (alpha / beta) = 0.15 / 0.15 eV

Positions of all 24 atoms, in Å:
O 1.37280 1.63781 0.32309
N 1.15817 -0.83441 0.53060
C -0.95969 -0.93192 -0.91729
C -1.22659 -1.06828 0.56397
C -2.39206 -0.84464 1.15559
C 0.56883 2.60641 0.88955
C 0.06190 -1.42105 1.27744
C 1.13527 -0.05670 -2.20968
C 0.12275 0.08269 -1.13610
H -0.65067 -1.90185 -1.32109
H 0.02666 -1.07211 2.31519
H -2.49954 -0.91678 2.23107
H 0.24421 2.37360 1.92084
H -1.86410 -0.59588 -1.43538
H -0.20578 1.09546 -0.96312
H 1.94608 -1.44951 0.37833
H -0.36587 2.77583 0.30728
H 0.69993 0.29970 -3.15270
H 1.46026 -1.08848 -2.34047
H 1.41124 0.22432 0.75299
H 0.17058 -2.51001 1.29873
H 1.07554 3.58581 0.92001
H -3.27560 -0.57517 0.59254
H 1.98567 0.58518 -1.98138

Atoms 1-2, force components in eV/Å:
0.14 -0.06 0.34
-0.57 1.25 -0.62

Löwdin population analysis, charges in e, atoms 1 to 8: O -0.389; N 0.046; C -0.143; C -0.300; C 0.065; C -0.309; C -0.188; C -0.069

=====

2.
ORCA calculation (wB97M-V/def2-TZVPD) on C17H17Cl2NOPt as an isolated structure.

Properties
Energy relative to the best compared isomer or geometry (same formula, charge and spin) = 0.0000 eV
Multiplicity = 3
Highest occupied orbital energy (alpha / beta) = -0.2699 / -0.2852 hartree
E_tot = -49728.665 eV
E_LUMO (alpha / beta) = -0.68 / -1.97 eV

Positions of all 39 atoms, in Å:
Pt 1.42385 0.05523 -0.41510
Cl 0.28160 -4.11465 2.20571
Cl -1.19569 -0.54311 5.97715
O 1.04736 -1.67345 0.67206
N 0.59818 0.80080 1.31318
C 0.36480 2.10222 1.56365
C -1.62079 -0.71354 -1.98988
C 1.53720 1.00997 -2.02903
C -0.28020 0.21095 3.53524
C 1.62086 -0.48958 -2.21629
C -0.67730 -1.94691 -2.25987
C 0.28316 -0.13721 2.25262
C -0.89869 1.77152 -2.00716
C -0.77676 0.36718 -2.40685
C -0.47401 1.58314 3.78172
C 0.53343 2.11136 -2.44622
C 0.68540 -1.48308 -2.92374
C 0.55170 -1.48198 1.86458
C -0.35242 -2.20714 4.01166
C 0.17530 -2.53302 2.76505
C -0.14166 2.49734 2.79678
C -0.54240 -0.88234 4.42328
H -1.09921 1.93028 -0.93341
H -1.11359 -2.70936 -2.91295
H -0.27054 3.55745 2.97469
H -2.54845 -0.75770 -2.52486
H 0.64293 2.77912 0.75566
H 0.46486 -1.18604 -3.95072
H -1.99479 -0.72204 -0.94044
H 0.50393 2.17168 -3.55999
H -0.73272 0.29156 -3.50609
H -1.60195 2.49409 -2.50371
H 2.55194 1.47566 -2.02741
H -0.35121 -2.42267 -1.33875
H 2.67930 -0.77356 -2.44968
H -0.66356 -2.99658 4.67591
H -0.81723 1.88020 4.76975
H 0.86970 3.04790 -1.99356
H 1.33768 -2.36370 -3.00298

Atoms 1-2, force components in eV/Å:
-0.62 -1.24 4.90
0.12 -1.05 -0.11

Löwdin population analysis, charges in e, atoms 1 to 8: Pt 1.371; Cl 0.760; Cl 0.699; O -0.231; N -0.086; C -0.102; C -0.194; C -0.440

=====

3.
ORCA calculation (wB97M-V/def2-TZVPD) on one molecule with the formula C7H12.

Properties
Energy relative to the best compared isomer or geometry (same formula, charge and spin) = 2.4864 eV
Highest occupied orbital energy = -0.3077 hartree
E_tot = -7450.945 eV
SMILES string = C=CC(=C)CCC
E_LUMO = 0.99 eV

Positions of all 19 atoms, in Å:
C -0.28875 2.54190 -0.03025
C 1.08492 -1.62733 1.63584
C -0.25185 1.45936 -0.81611
C 1.42716 -0.79925 0.40073
C -0.71706 0.06518 -0.56953
C -2.00190 -0.24013 -0.34075
C 0.38970 -0.94435 -0.73647
H -2.60219 0.43439 0.25751
H -1.05653 2.55716 0.74449
H 2.43407 -1.03791 0.05890
H 0.55985 3.17136 0.20428
H 0.23729 1.48748 -1.79304
H -0.06941 -1.92206 -0.57487
H 0.14672 -1.33009 2.09992
H 1.07887 -2.68875 1.37785
H 1.45439 0.25310 0.69582
H 0.86524 -0.82997 -1.71117
H 1.89324 -1.50700 2.35953
H -2.41436 -1.19822 -0.63667

Atoms 1-2, force components in eV/Å:
-0.41 -1.10 1.18
0.68 -0.08 -0.22

Löwdin population analysis, charges in e, atoms 1 to 8: C 0.004; C -0.111; C -0.158; C -0.251; C -0.341; C 0.059; C -0.174; H 0.062

=====

4.
ORCA calculation (wB97M-V/def2-TZVPD) on one molecule with the formula C5H13NO.

Properties
Energy relative to the best compared isomer or geometry (same formula, charge and spin) = 2.7789 eV
Highest occupied orbital energy = -0.2946 hartree
E_tot = -8931.232 eV
SMILES string = CCNCCCO
E_LUMO = 1.00 eV

Positions of all 20 atoms, in Å:
O 2.33853 -0.47298 -1.36153
N -0.01768 0.93716 0.21012
C -2.38964 1.72772 -0.06172
C 1.35626 -1.51524 -1.06490
C -1.45106 0.64658 0.15674
C 0.92317 -1.45261 0.46056
C 0.99606 0.12077 1.03431
H 1.60396 -2.52896 -1.34356
H 0.56846 0.01095 2.02668
H 3.17110 -0.90191 -1.05507
H -1.74489 0.28016 1.14407
H 2.05002 0.55611 1.01676
H -0.15135 -1.85851 0.39498
H -2.06277 2.64146 0.31693
H -2.51912 1.79481 -1.15959
H 0.28141 1.91088 0.12061
H -1.53488 -0.15115 -0.57138
H -3.47565 1.60985 0.29437
H 1.48244 -2.23517 1.10199
H 0.57562 -1.11992 -1.66037

Atoms 1-2, force components in eV/Å:
1.37 -2.40 0.67
2.33 0.84 0.13

Löwdin population analysis, charges in e, atoms 1 to 8: O -0.112; N -0.095; C -0.121; C -0.253; C -0.343; C -0.150; C -0.146; H 0.100

=====

5.
ORCA calculation (wB97M-V/def2-TZVPD) on a 3-piece molecular cluster, C23H23O10 overall.

Properties
Energy relative to the best compared isomer or geometry (same formula, charge and spin) = 0.0000 eV
Highest occupied orbital energy = -0.1809 hartree
E_tot = -44702.076 eV
Total charge = -1
E_LUMO = 1.84 eV

Positions of all 56 atoms, in Å:
O 7.57470 0.77337 1.63799
O 4.03841 4.91456 -3.99946
O 6.79298 -1.31005 2.10408
O 2.03328 4.01734 -4.51163
O 2.41639 -1.51232 -1.20942
O 3.32357 3.26517 -2.80996
O -5.82536 -3.51694 1.25688
O 0.78134 2.62045 0.82078
O -6.94695 -3.47212 3.22124
O -5.61575 -1.78714 2.52451
C 3.48708 1.93623 1.85198
C 5.27730 0.34266 1.48055
C 0.73140 -0.86496 0.32348
C -7.82982 -4.67270 0.46114
C 2.12961 -0.88872 -0.20619
C 4.80356 1.54122 2.01831
C 2.44938 1.07102 -3.49039
C -1.02024 0.36762 1.42971
C 0.26585 0.31144 0.90859
C 4.41208 -0.44556 0.72832
C 2.36273 2.23306 -2.52005
C 3.87558 5.79933 -5.10469
C -6.40466 -4.79584 0.95333
C 3.08912 -0.06295 0.56191
C -0.08852 -1.98356 0.25020
C -1.82298 -0.75949 1.38560
C 3.02480 4.05594 -3.82652
C -1.36121 -1.93381 0.79368
C -6.20653 -2.97589 2.41172
C 1.19116 1.48341 0.95316
C 2.61276 1.12559 1.13832
C -5.96211 -1.05967 3.70642
C 6.71749 -0.11749 1.73573
H 1.36550 2.67025 -2.48569
H 0.29366 -2.87501 -0.22608
H 3.46066 0.66279 -3.49842
H 4.71497 6.48731 -5.05817
H -5.76214 -5.20254 0.17519
H -1.99382 -2.80906 0.75462
H -1.37149 1.28920 1.87103
H 1.76898 0.28428 -3.16523
H 4.76766 -1.37213 0.30265
H -8.48031 -4.27739 1.23960
H -5.77734 -1.65782 4.59560
H -8.20348 -5.65297 0.16456
H 2.93793 6.34657 -5.02980
H 3.13047 2.86682 2.27179
H -6.33537 -5.43925 1.82994
H -2.81722 -0.72726 1.80963
H -5.32480 -0.18074 3.70790
H -7.87686 -4.00749 -0.40171
H 2.18938 1.35779 -4.50925
H -7.00851 -0.76085 3.67443
H 5.49616 2.16586 2.56464
H 2.62007 1.88479 -1.52275
H 3.89946 5.24769 -6.04380

Atoms 1-2, force components in eV/Å:
0.27 0.04 -0.13
-0.02 0.05 0.04

Löwdin population analysis, charges in e, atoms 1 to 8: O -0.042; O 0.002; O -0.050; O 0.114; O 0.104; O 0.057; O 0.036; O 0.101